(1)
104
Properties=species:S:1:pos:R:3:forces:R:3 method="wB97M-V/def2-TZVPD" s_squared=0.80 e_tot_ev=-177548.8896 multiplicity=2 total_charge=+2 orbital_gap_ha="0.257 / 0.277" homo_energy_ev="-13.963 / -13.993" relative_energy_kcal_mol=3.1
V -0.23717 0.38699 -0.19593 -0.373 0.202 0.281
N 1.13941 -2.14357 -1.01844 -0.168 -0.091 -0.078
P -0.54509 -1.99472 -0.84263 0.118 -0.134 -0.067
C -1.40290 -2.43584 -2.35197 0.061 -0.192 -0.002
C -1.75766 -1.44813 -3.26928 0.033 0.045 0.015
C -2.33640 -1.80522 -4.47715 -0.017 0.036 0.002
C -2.55814 -3.14272 -4.77073 -0.007 -0.050 -0.005
C -2.20258 -4.13357 -3.86166 -0.006 0.053 -0.009
C -1.62814 -3.78436 -2.65171 0.013 0.018 -0.008
C -1.04350 -3.14795 0.44196 -0.069 0.099 -0.020
C -2.39530 -3.48435 0.55461 0.012 0.018 -0.032
C -2.82701 -4.25681 1.61993 0.016 0.002 -0.001
C -1.91720 -4.69182 2.57576 -0.011 0.012 -0.001
C -0.57517 -4.35532 2.46845 0.012 -0.027 0.038
C -0.13580 -3.57586 1.40965 0.040 0.019 -0.064
P 1.79807 -0.59470 -1.13458 0.113 -0.021 0.088
C 3.35109 -0.62911 -0.24410 0.049 0.005 -0.060
C 4.53858 -0.20855 -0.83851 -0.017 -0.008 -0.006
C 5.70864 -0.18553 -0.09282 -0.009 -0.009 -0.022
C 5.69239 -0.57579 1.23692 0.001 0.002 0.021
C 4.50986 -1.00662 1.83074 0.043 0.000 0.019
C 3.34109 -1.03213 1.09457 -0.067 -0.019 -0.031
C 2.08792 -0.16112 -2.85050 -0.013 -0.028 -0.017
C 2.37327 1.16790 -3.16715 0.018 0.044 -0.020
C 2.57329 1.53136 -4.48829 0.002 0.013 0.050
C 2.47828 0.57596 -5.49334 -0.004 -0.050 -0.015
C 2.18327 -0.74341 -5.18037 0.007 0.042 -0.026
C 1.98510 -1.11594 -3.85896 -0.008 -0.008 0.019
H 1.62821 -2.99815 -1.26579 0.018 0.003 0.013
H -1.58101 -0.40272 -3.04238 -0.004 0.001 -0.002
H -2.61771 -1.03884 -5.18742 0.005 -0.005 0.000
H -3.01410 -3.41876 -5.71248 0.007 0.003 0.003
H -2.37641 -5.17456 -4.09738 -0.003 -0.001 0.007
H -1.35930 -4.55654 -1.94101 -0.005 0.000 0.000
H -3.10616 -3.15520 -0.19465 -0.001 0.002 0.005
H -3.87124 -4.52634 1.70268 0.003 0.004 -0.007
H -2.25694 -5.29917 3.40405 0.010 -0.002 -0.004
H 0.13239 -4.70603 3.20786 -0.003 0.007 -0.001
H 0.91356 -3.32069 1.32618 0.004 0.008 0.014
H 4.55409 0.09950 -1.87555 0.003 0.001 -0.009
H 6.63281 0.13636 -0.55318 -0.006 0.002 0.000
H 6.60565 -0.54986 1.81647 -0.005 -0.005 -0.001
H 4.50634 -1.31742 2.86726 -0.007 -0.004 -0.003
H 2.41726 -1.35897 1.56114 -0.005 0.001 0.006
H 2.43700 1.91923 -2.38656 -0.007 -0.022 0.011
H 2.80436 2.55933 -4.73408 0.001 -0.005 -0.006
H 2.63491 0.86134 -6.52510 -0.001 0.004 0.005
H 2.10801 -1.48432 -5.96475 0.000 0.000 0.004
H 1.74167 -2.14571 -3.62802 0.001 0.003 0.017
Cl 2.78398 2.46381 0.81401 0.011 -0.019 -0.003
C 1.78577 1.62100 1.93053 -0.097 -0.051 -0.099
C 0.59913 1.04796 1.47912 0.172 0.161 0.153
C -0.22779 0.48111 2.42417 -0.041 0.010 -0.041
Cl -1.78862 -0.02793 1.75015 0.034 -0.077 -0.046
C 0.06544 0.33891 3.76794 0.111 0.061 -0.055
Cl -1.01978 -0.41251 4.84494 -0.056 -0.034 0.025
C 1.29443 0.86331 4.18165 0.017 -0.004 0.042
Cl 1.74748 0.72440 5.81892 -0.007 0.000 -0.021
C 2.14477 1.51986 3.27046 0.038 0.027 0.052
Cl 3.62636 2.17583 3.81497 -0.032 -0.009 -0.003
C -3.59330 4.62699 -4.59126 0.006 0.001 0.008
C -2.15744 4.25524 -4.26247 -0.039 0.006 -0.019
C -1.17234 5.24742 -4.84936 0.008 0.007 -0.011
C -1.83504 2.83306 -4.69513 0.015 -0.004 -0.003
O -1.98389 4.36406 -2.80881 -0.015 -0.049 0.071
Si -2.49860 3.50608 -1.57254 -0.055 0.053 -0.040
S -0.78423 1.91291 -1.44942 0.127 -0.080 -0.148
O -3.77168 2.60062 -1.85570 0.016 0.052 -0.005
C -4.76199 1.81144 -1.12687 0.052 -0.019 0.041
C -4.36542 0.35452 -1.30707 -0.010 -0.004 -0.012
C -6.09220 2.10916 -1.79165 -0.027 -0.002 0.005
C -4.76999 2.20695 0.33955 -0.007 0.018 -0.007
O -2.40858 4.19435 -0.14725 0.009 -0.010 0.023
C -1.60518 5.29289 0.41180 -0.004 0.010 0.013
C -1.81846 5.20532 1.91127 -0.002 -0.002 0.000
C -2.14203 6.59191 -0.16116 0.012 -0.001 -0.020
C -0.14577 5.07663 0.04818 0.009 0.019 0.021
H -3.74359 4.61292 -5.67113 0.011 0.000 0.005
H -3.81768 5.63054 -4.22949 0.000 -0.003 0.003
H -4.29151 3.92135 -4.13891 0.007 0.006 0.002
H -1.24547 5.24779 -5.93704 -0.001 -0.002 0.005
H -0.15161 4.98392 -4.56910 -0.002 0.005 0.001
H -1.38538 6.25369 -4.48983 0.000 -0.002 -0.001
H -1.94600 2.74751 -5.77653 0.006 0.003 0.004
H -2.52105 2.12083 -4.22934 0.001 -0.006 0.001
H -0.80588 2.57047 -4.43752 -0.018 -0.001 0.000
H -4.32880 0.09504 -2.36577 0.011 -0.004 0.005
H -5.08918 -0.29695 -0.81621 -0.009 0.006 0.004
H -3.37945 0.17049 -0.86972 0.000 -0.010 -0.006
H -6.05751 1.85409 -2.85090 0.005 0.003 0.001
H -6.33955 3.16609 -1.69188 0.000 -0.007 -0.005
H -6.88404 1.52547 -1.32134 0.003 0.003 -0.002
H -3.79560 2.03638 0.80161 0.004 -0.002 -0.004
H -5.51423 1.61486 0.87303 -0.002 -0.001 -0.012
H -5.02282 3.26029 0.45801 0.003 -0.001 0.001
H -2.87552 5.30990 2.15458 0.003 -0.003 -0.001
H -1.26822 6.00020 2.41516 -0.001 -0.001 -0.013
H -1.46278 4.24499 2.28949 -0.004 -0.003 0.003
H -3.20053 6.70415 0.07378 0.000 -0.002 -0.003
H -2.01101 6.61732 -1.24381 -0.009 0.007 0.003
H -1.60479 7.43860 0.26687 -0.001 -0.011 0.008
H 0.22202 4.13122 0.45274 -0.020 0.006 -0.016
H 0.45679 5.88217 0.46950 -0.006 -0.006 -0.006
H -0.00525 5.08502 -1.03509 0.000 -0.001 -0.002

(2)
13
Properties=species:S:1:pos:R:3:forces:R:3 method="wB97M-V/def2-TZVPD" e_tot_ev=-7798.6192 smiles="C[C@H]1CN=CO1" total_charge=0 orbital_gap_ha=0.391 homo_energy_ev=-9.627 relative_energy_kcal_mol=23.6
C -0.63595 -1.20186 -0.80730 -0.051 0.005 0.029
C -0.01371 0.18055 -0.64246 -0.183 0.031 -0.074
C -0.51603 1.06098 0.52130 -0.189 0.041 -0.157
N 0.41764 0.78582 1.62006 0.337 -0.212 -0.190
C 1.40898 0.22951 1.06343 -0.036 0.081 0.262
O 1.37634 -0.02043 -0.26855 0.092 0.014 0.053
H -0.27493 -1.66814 -1.73000 -0.036 0.081 0.164
H -0.34376 -1.84798 0.02653 -0.114 0.133 -0.032
H -1.72869 -1.16160 -0.85004 0.125 0.099 -0.011
H -0.02793 0.72248 -1.59126 0.070 -0.064 0.129
H -0.42926 2.12462 0.26023 -0.086 -0.156 0.050
H -1.54997 0.87817 0.82776 0.154 -0.126 -0.127
H 2.31726 -0.08211 1.57030 -0.084 0.074 -0.096

(3)
8
Properties=species:S:1:pos:R:3:forces:R:3 method="wB97M-V/def2-TZVPD" e_tot_ev=-15401.4702 smiles=N#CP(N)O total_charge=0 orbital_gap_ha=0.360 homo_energy_ev=-9.546 relative_energy_kcal_mol=18.0
C -1.42914 0.64517 0.12859 -0.352 0.035 0.057
N -2.28254 1.39921 0.30704 0.220 -0.057 0.148
N 1.27841 0.58532 -0.27977 -2.814 -2.780 1.177
O -0.26585 -1.79282 0.45139 0.025 -0.096 -1.499
P -0.34317 -0.58597 -0.60695 2.793 1.600 -0.378
H 2.13941 0.06803 -0.42722 -0.215 0.006 -0.453
H 1.14485 1.30978 -0.94231 0.207 0.780 -0.870
H -0.24196 -1.62872 1.36924 0.137 0.511 1.817

(4)
13
Properties=species:S:1:pos:R:3:forces:R:3 method="wB97M-V/def2-TZVPD" e_tot_ev=-7798.8283 smiles="CC1=NCCO1" total_charge=0 orbital_gap_ha=0.383 homo_energy_ev=-9.392 relative_energy_kcal_mol=18.8
C -1.76736 0.14689 1.19478 -0.027 -0.020 0.007
C -0.55423 -0.06433 0.35590 -0.044 -0.298 0.113
N 0.05844 -1.16157 0.17556 -0.222 0.375 0.043
C 1.21132 -0.85418 -0.67299 0.214 -0.034 -0.123
C 0.99542 0.61179 -1.09980 0.181 -0.035 -0.193
O -0.07474 1.05676 -0.25067 -0.062 -0.009 0.065
H -1.50929 0.73500 2.08124 -0.025 -0.063 -0.123
H -2.16909 -0.81815 1.50514 0.079 0.143 -0.036
H -2.52134 0.70441 0.63187 0.101 -0.081 0.074
H 2.13450 -0.99418 -0.09709 -0.136 0.031 -0.087
H 1.24804 -1.53740 -1.52712 0.006 0.114 0.123
H 0.66225 0.70131 -2.14004 0.063 -0.004 0.148
H 1.85885 1.26284 -0.94138 -0.127 -0.120 -0.012